A) {"formula": "C4H7BO2", "method": "ωB97M-V/def2-TZVPD", "elements": ["B", "C", "C", "C", "C", "O", "O", "H", "H", "H", "H", "H", "H", "H"], "xyz": [[0.322, -0.751, -0.556], [-3.256, 0.411, 0.240], [1.602, 1.380, -0.084], [0.715, -2.026, 0.358], [0.490, 0.835, -0.861], [-2.322, 1.181, 0.272], [1.504, 1.372, 1.088], [-4.219, 0.511, 0.818], [2.490, 1.573, -0.671], [0.053, -2.036, 1.184], [1.760, -1.984, 0.757], [0.562, -2.928, -0.054], [0.676, 1.006, -1.878], [-0.377, 1.456, -0.613]], "homo_lumo_gap_ev": [9.27, 6.03], "lumo_energy_ev": [0.38, -0.38], "e_homo_ev": [-8.9, -6.4]}


B) {"formula": "C4H7BO2", "method": "ωB97M-V/def2-TZVPD", "elements": ["B", "C", "C", "C", "C", "O", "O", "H", "H", "H", "H", "H", "H", "H"], "xyz": [[0.721, -0.015, -0.215], [2.058, -0.758, 0.095], [-1.876, -1.125, -0.341], [0.097, 1.225, -0.820], [-0.792, -1.217, 0.618], [2.722, -1.548, -0.544], [-2.621, -0.220, -0.596], [2.115, -0.635, 1.268], [-2.265, -2.207, -0.684], [0.093, 0.851, -1.890], [0.556, 2.166, -0.659], [-0.933, 1.384, -0.692], [-0.297, -2.241, 0.845], [-0.911, -0.821, 1.611]], "homo_lumo_gap_ev": 9.20, "lumo_energy_ev": -0.15, "e_homo_ev": -9.4}


Which structure is the most stable? The one labeled B).


A) {"formula": "C2H9O2", "method": "ωB97M-V/def2-TZVPD", "elements": ["O", "H", "H", "H", "C", "O", "C", "H", "H", "H", "H", "H", "H"], "xyz": [[-1.832, 0.736, 1.186], [-0.785, 1.041, 0.818], [-2.423, 1.077, 0.421], [-1.843, -0.311, 1.068], [0.981, -0.564, 0.057], [0.096, -1.326, -0.666], [1.104, 0.893, -0.652], [2.072, -0.810, 0.263], [0.495, -0.613, 1.025], [0.275, -1.085, -1.733], [1.533, 0.606, -1.607], [1.938, 1.326, -0.171], [0.281, 1.314, -1.123]], "total_charge": 1, "homo_lumo_gap_ev": 9.36, "lumo_energy_ev": -5.24, "e_homo_ev": -14.6}


B) {"formula": "C2H9O2", "method": "ωB97M-V/def2-TZVPD", "elements": ["O", "H", "H", "H", "C", "O", "C", "H", "H", "H", "H", "H", "H"], "xyz": [[-1.459, -2.628, 0.144], [-0.797, -0.968, 0.275], [-1.070, -3.040, 0.930], [-2.341, -3.026, 0.056], [0.499, 0.879, 0.456], [-0.142, -0.338, -0.115], [0.948, 1.859, -0.568], [-0.260, 1.291, 1.110], [1.223, 0.499, 1.163], [0.225, -0.822, -0.876], [0.091, 2.291, -1.089], [1.580, 2.604, -0.092], [1.503, 1.399, -1.395]], "total_charge": 1, "homo_lumo_gap_ev": 13.21, "lumo_energy_ev": -3.67, "e_homo_ev": -16.9}


Which structure is the most stable? The one labeled B).


A) {"formula": "C4H9S", "method": "ωB97M-V/def2-TZVPD", "elements": ["C", "S", "H", "H", "H", "C", "C", "C", "H", "H", "H", "H", "H", "H"], "xyz": [[2.031, -1.195, -0.288], [2.412, 0.550, 0.206], [1.750, -1.767, 0.599], [2.935, -1.609, -0.745], [1.274, -1.259, -1.070], [-1.159, 1.207, -0.803], [-1.611, 0.334, 0.293], [-0.799, -0.135, 1.248], [-1.317, 0.722, -1.787], [-0.083, 1.379, -0.687], [-1.742, 2.131, -0.877], [-2.673, 0.117, 0.415], [-1.280, -0.590, 2.112], [0.260, 0.116, 1.385]], "total_charge": -1, "homo_lumo_gap_ev": 6.30, "lumo_energy_ev": 4.09, "e_homo_ev": -2.2}


B) {"formula": "C4H9S", "method": "ωB97M-V/def2-TZVPD", "elements": ["C", "S", "H", "H", "H", "C", "C", "C", "H", "H", "H", "H", "H", "H"], "xyz": [[1.857, -1.743, 1.714], [2.543, -1.348, 0.033], [2.564, -1.547, 2.515], [1.544, -2.777, 1.705], [0.978, -1.148, 2.007], [-0.152, 0.727, -0.260], [-1.325, 1.398, -0.969], [-2.161, 0.882, -1.898], [-0.432, 0.155, 0.635], [0.464, 1.566, 0.069], [0.608, 0.100, -0.769], [-1.526, 2.339, -0.437], [-2.612, 1.578, -2.575], [-2.348, -0.183, -1.770]], "total_charge": -1, "homo_lumo_gap_ev": 5.98, "lumo_energy_ev": 3.76, "e_homo_ev": -2.2}


C) {"formula": "C4H9S", "method": "ωB97M-V/def2-TZVPD", "elements": ["C", "S", "H", "H", "H", "C", "C", "C", "H", "H", "H", "H", "H", "H"], "xyz": [[-2.949, -0.236, 0.270], [-1.767, 1.170, 0.456], [-3.526, -0.396, 1.196], [-3.669, -0.084, -0.554], [-2.517, -1.233, 0.024], [0.866, -0.793, -0.139], [2.052, 0.063, -0.010], [2.230, 1.413, -0.217], [-0.089, -0.375, 0.254], [0.646, -1.250, -1.121], [1.054, -1.633, 0.567], [2.970, -0.534, -0.067], [3.257, 1.833, -0.333], [1.441, 2.055, -0.326]], "total_charge": -1, "homo_lumo_gap_ev": 6.29, "lumo_energy_ev": 4.08, "e_homo_ev": -2.2}


D) {"formula": "C4H9S", "method": "ωB97M-V/def2-TZVPD", "elements": ["C", "S", "H", "H", "H", "C", "C", "C", "H", "H", "H", "H", "H", "H"], "xyz": [[-1.469, -1.345, 0.140], [-1.045, -0.403, 1.632], [-2.009, -0.734, -0.586], [-2.093, -2.207, 0.381], [-0.611, -1.693, -0.447], [1.794, -0.257, -1.361], [0.969, 0.986, -1.511], [0.807, 1.835, -0.513], [1.337, -1.162, -1.769], [2.053, -0.435, -0.319], [2.731, -0.179, -1.928], [0.734, 1.247, -2.541], [0.451, 2.853, -0.625], [0.966, 1.487, 0.504]], "total_charge": -1, "homo_lumo_gap_ev": 6.02, "lumo_energy_ev": 3.99, "e_homo_ev": -2.0}


Which structure is the most stable? The one labeled A).


A) {"formula": "C5H10N3O", "method": "ωB97M-V/def2-TZVPD", "elements": ["C", "O", "C", "N", "C", "C", "C", "N", "N", "H", "H", "H", "H", "H", "H", "H", "H", "H", "H"], "xyz": [[-2.711, -1.188, -0.764], [-3.041, -0.781, 0.550], [-2.278, 0.248, 0.940], [-1.427, 0.729, 0.152], [-0.544, 1.609, -0.215], [0.865, 1.707, -0.350], [1.922, 0.788, -0.018], [1.793, -0.496, 0.260], [3.011, -1.145, 0.541], [-3.132, -0.341, -1.415], [-3.294, -2.107, -0.841], [-1.559, -1.230, -0.841], [-2.296, 0.362, 1.967], [-1.083, 2.493, -0.754], [0.966, 2.690, -0.743], [2.901, 1.106, -0.335], [3.192, -1.531, 1.486], [3.925, -0.826, 0.180], [2.790, -2.087, 0.201]], "smiles": "CO/C=N/C=C\\C=N\\[NH3+]", "total_charge": 1, "homo_lumo_gap_ev": 8.49, "lumo_energy_ev": -3.67, "e_homo_ev": -12.2}


B) {"formula": "C5H10N3O", "method": "ωB97M-V/def2-TZVPD", "elements": ["C", "C", "C", "C", "C", "N", "N", "N", "O", "H", "H", "H", "H", "H", "H", "H", "H", "H", "H"], "xyz": [[-0.845, -0.305, 0.439], [-1.085, 0.736, -0.225], [-1.988, -0.873, 1.233], [-1.415, 2.011, -0.692], [2.212, -0.746, -1.135], [0.263, -1.093, 0.319], [1.463, -0.520, 0.097], [1.912, 0.283, 1.111], [2.922, 0.883, 0.955], [-1.627, -0.713, 2.284], [-2.025, -1.989, 1.062], [-2.887, -0.521, 0.774], [-2.533, 2.126, -0.969], [-0.800, 2.184, -1.543], [-1.113, 2.908, -0.163], [1.601, -0.163, -1.951], [3.253, -0.342, -1.081], [2.396, -1.853, -1.077], [0.295, -2.012, 0.565]], "total_charge": 1, "homo_lumo_gap_ev": 6.37, "lumo_energy_ev": -6.56, "e_homo_ev": -12.9}


Which structure is the most stable? The one labeled A).